[1]
C32H51BCaN8O4S2Si as an isolated structure. Source: OMol25; level of theory: ωB97M-V/def2-TZVPD.

Frontier orbital gap ... 7.9 eV
Energy above the lowest of the compared OMol25 structures with the same formula, charge and spin ... 21.2 kcal/mol
Total energy ... -102797.2687 eV
Highest occupied orbital energy ... -7.89 eV

```
100
Properties=species:S:1:pos:R:3:forces:R:3
Ca -2.2572 0.1557 1.6328 0.9 1.9 -0.2
C -0.6640 -3.8478 2.5462 0.0 0.1 0.0
C -0.4458 -2.4930 2.2768 -0.1 -0.3 0.0
N -1.5804 -1.9214 1.8868 0.6 -0.9 0.2
N -2.5367 -2.8630 1.9028 0.0 -0.5 -0.1
C -2.0111 -4.0342 2.2972 0.1 0.0 0.0
B -4.0146 -2.5350 1.5863 0.1 0.2 0.1
N -4.1473 -1.8156 0.2257 -0.3 -0.5 -0.2
C -4.9556 -2.1894 -0.7803 0.0 0.1 -0.1
C -4.8555 -1.2571 -1.7929 0.0 0.0 0.0
C -3.9404 -0.3218 -1.3045 -0.3 -0.1 0.0
N -3.5235 -0.6661 -0.0908 -0.3 0.0 -0.8
N -4.5664 -1.5864 2.6777 -0.4 -0.3 0.1
C -5.4333 -1.8822 3.6607 0.0 0.1 0.0
C -5.7161 -0.7217 4.3541 0.0 0.0 0.0
C -4.9560 0.2590 3.7088 -0.2 -0.2 0.1
N -4.2729 -0.2746 2.7023 -0.2 0.2 0.3
H 0.0523 -4.5799 2.8739 0.0 0.0 0.0
H 0.4561 -1.9056 2.3653 0.0 0.0 0.0
H -2.6142 -4.9219 2.3858 -0.1 0.0 -0.1
H -4.6499 -3.5464 1.5724 0.0 -0.1 0.0
H -5.5487 -3.0856 -0.7179 0.0 0.0 0.1
H -5.3607 -1.2682 -2.7422 0.0 0.0 0.0
H -3.5634 0.5692 -1.7792 0.0 0.0 0.0
H -5.7976 -2.8861 3.7993 0.0 0.0 0.0
H -6.3715 -0.6083 5.1991 0.0 0.0 0.0
H -4.8838 1.3134 3.9218 0.1 0.0 0.0
C 0.9033 0.3983 -0.9292 -0.1 0.2 0.3
C 1.5982 0.9772 0.2946 0.3 0.0 -0.5
C 2.7489 0.0512 0.6962 -0.2 0.1 0.2
C 2.1660 2.3629 -0.0189 -0.2 -0.1 0.2
O 0.5733 1.0586 1.3029 0.0 0.0 -0.2
Si 0.7073 1.5233 2.8964 -0.6 0.2 0.3
S -1.1916 1.3109 3.6979 0.3 0.4 0.5
O 1.3319 3.0378 3.0360 0.0 0.0 -0.1
C 0.7334 4.3415 3.0676 0.0 0.3 0.0
C -0.4066 4.4749 2.0556 0.1 -0.2 0.1
C 1.8511 5.3175 2.7064 0.0 -0.1 0.0
C 0.2265 4.6280 4.4804 0.1 -0.1 -0.1
O 1.8461 0.5166 3.4841 0.1 -0.2 0.0
C 2.4960 0.4147 4.7497 0.2 0.0 0.3
C 2.9377 -1.0412 4.8826 -0.1 0.1 -0.1
C 1.5529 0.7814 5.8927 -0.1 0.0 -0.2
C 3.7124 1.3418 4.7494 -0.1 0.0 -0.1
H 1.6235 0.2081 -1.7256 0.0 0.0 -0.1
H 0.1360 1.0901 -1.2867 0.0 0.0 -0.1
H 0.4187 -0.5379 -0.6549 0.1 -0.1 -0.1
H 3.4511 -0.0381 -0.1339 0.0 0.0 0.0
H 2.3697 -0.9401 0.9494 0.0 0.0 0.0
H 3.2709 0.4477 1.5622 0.1 0.0 0.0
H 2.9437 2.2846 -0.7801 0.0 0.0 0.0
H 2.5945 2.7959 0.8838 0.1 0.1 0.0
H 1.3825 3.0275 -0.3877 0.0 0.0 0.0
H -0.0768 4.1196 1.0774 0.0 0.1 0.0
H -0.7092 5.5196 1.9731 0.0 0.0 0.0
H -1.2625 3.8811 2.3707 -0.1 0.0 0.0
H 2.1821 5.1520 1.6798 0.0 0.0 0.0
H 2.7012 5.1681 3.3730 0.0 0.0 0.0
H 1.5070 6.3480 2.8024 0.0 0.0 0.0
H -0.4903 3.8636 4.7768 0.0 0.0 0.0
H -0.2595 5.6042 4.5190 0.0 0.0 0.0
H 1.0604 4.6206 5.1850 0.0 0.0 0.0
H 2.0637 -1.6946 4.8958 0.0 0.0 0.0
H 3.5043 -1.1858 5.8032 0.0 0.0 0.0
H 3.5648 -1.3199 4.0343 0.0 0.0 0.0
H 0.6209 0.2250 5.7974 0.0 0.0 0.1
H 1.3079 1.8448 5.8560 0.0 0.0 0.1
H 2.0166 0.5521 6.8525 0.0 0.0 0.0
H 4.4501 1.0037 4.0191 0.0 0.0 0.0
H 4.1798 1.3652 5.7346 0.0 0.0 0.0
H 3.3935 2.3484 4.4777 0.0 0.0 0.0
C 0.3807 -4.8513 -6.7901 -0.1 0.1 0.1
C -0.0164 -3.9516 -5.6251 0.1 0.0 -0.1
C 0.8698 -2.7102 -5.5210 -0.2 0.0 0.0
N 0.6751 -2.0144 -4.2436 0.0 0.0 -0.1
C -0.4920 -1.4017 -3.9091 0.0 -0.2 0.3
S -1.2608 -1.7270 -2.4815 0.0 0.0 -0.1
N -1.0567 -0.4980 -4.7886 0.1 -0.1 -0.1
C -0.5574 0.2753 -5.8408 0.0 0.0 0.0
O -1.3440 0.8069 -6.5907 0.0 -0.1 0.0
C 0.9131 0.4887 -5.9616 0.1 0.1 -0.1
C 1.6861 0.8327 -4.8591 -0.1 0.0 0.0
C 3.0326 1.1121 -5.0212 0.1 0.0 0.0
C 3.6132 1.0333 -6.2791 0.0 0.0 0.0
C 2.8394 0.7058 -7.3840 0.0 0.0 0.0
C 1.4872 0.4520 -7.2286 -0.1 0.0 0.0
H -0.3126 -5.6877 -6.8697 0.1 -0.1 -0.1
H 1.3861 -5.2460 -6.6387 0.0 0.0 -0.1
H 0.3633 -4.3086 -7.7367 0.0 0.0 0.0
H 0.0619 -4.5125 -4.6897 -0.1 0.0 0.0
H -1.0582 -3.6379 -5.7271 0.0 0.0 0.1
H 0.6680 -2.0289 -6.3443 0.1 0.0 0.0
H 1.9239 -2.9882 -5.5723 0.0 0.1 0.0
H 0.9803 -2.5791 -3.4631 0.0 0.0 0.0
H -2.0328 -0.3217 -4.6012 0.0 0.0 0.0
H 1.2218 0.9090 -3.8849 0.0 -0.1 0.1
H 3.6329 1.3937 -4.1657 0.0 0.0 0.0
H 4.6687 1.2396 -6.3990 0.0 0.0 0.0
H 3.2898 0.6606 -8.3668 0.0 0.0 0.0
H 0.8639 0.2203 -8.0831 0.0 0.0 0.0
```
Positions in Å, forces in eV/Å.

[2]
C32H51BCoF4N6O2 as an isolated structure. Source: OMol25; level of theory: ωB97M-V/def2-TZVPD.

Frontier orbital gap (spin up / spin down) ... 6.8 / 6.3 eV
Spin multiplicity ... 5
Net charge ... +1
Energy above the lowest of the compared OMol25 structures with the same formula, charge and spin ... 0.0 kcal/mol
Total energy ... -96222.3181 eV
Highest occupied orbital energy (spin up / spin down) ... -11.54 / -11.84 eV

```
97
Properties=species:S:1:pos:R:3:forces:R:3
Co -8.6793 -20.1441 3.3300 0.0 0.1 0.0
C -8.5835 -12.7432 5.1422 -0.8 -1.3 0.1
C -7.4519 -13.7145 4.8122 0.7 -0.4 -0.3
C -6.3975 -13.6377 5.9192 0.3 0.5 0.5
C -6.7634 -13.3935 3.4807 -0.1 0.8 -1.0
C -7.9333 -15.1491 4.8167 0.3 -1.3 -0.6
C -7.5233 -16.0805 3.8918 0.7 1.8 0.0
C -7.8631 -17.4346 4.0565 0.4 -0.7 1.0
N -7.2797 -18.4663 3.5450 -2.1 -0.3 0.7
C -6.2247 -18.5206 2.6869 -0.3 -0.3 -0.9
C -5.0708 -17.8711 2.8740 1.8 -0.4 -1.6
C -3.9799 -18.1462 1.9491 0.2 1.1 1.7
C -4.1529 -18.9912 0.8826 -1.0 -1.1 -1.2
C -5.3974 -19.6733 0.6376 2.5 -0.1 -0.8
C -6.4293 -19.5094 1.5849 -1.0 0.2 1.6
O -7.4953 -20.2104 1.6449 0.8 0.6 -0.6
C -5.4653 -20.7457 -0.4574 -0.8 0.8 -0.6
C -6.8117 -20.6611 -1.2696 0.3 -0.4 0.1
C -4.2591 -20.6568 -1.4506 -1.0 -1.6 0.5
C -5.4293 -22.1069 0.2503 0.9 0.9 0.0
C -2.6362 -17.4664 2.2942 0.0 0.1 -1.3
C -1.7136 -17.4178 1.0690 -0.1 -2.1 -0.6
C -2.8596 -16.0040 2.7319 0.7 0.2 0.0
C -1.9184 -18.2575 3.3896 -1.2 -0.9 -0.4
C -8.9221 -17.8099 5.1159 1.3 1.4 -1.5
O -9.4881 -18.8514 4.9581 -0.9 -1.8 -0.3
C -9.1439 -16.8678 6.1788 -0.5 0.8 1.3
C -8.6894 -15.6151 5.9973 0.3 0.7 0.2
C -9.9322 -17.3456 7.3943 -0.5 1.4 0.4
C -11.4190 -17.4860 6.9510 0.0 -1.5 0.9
C -9.2271 -18.5878 7.9595 0.0 -0.6 -0.1
C -9.9480 -16.3103 8.5610 1.3 0.8 -1.1
H -8.2928 -11.7331 5.0429 0.6 1.1 -0.1
H -8.9828 -12.8871 6.1560 0.2 0.1 -0.2
H -9.4086 -12.9182 4.4598 -0.2 0.1 -0.2
H -6.0991 -12.5876 6.0346 0.1 -0.2 -0.1
H -5.5063 -14.2531 5.7568 -0.2 0.1 -0.3
H -6.8063 -13.9336 6.8801 -0.1 -0.1 0.2
H -6.2101 -12.4437 3.4983 -0.1 -0.2 0.5
H -7.4570 -13.2204 2.6283 0.1 -0.5 0.6
H -6.0398 -14.1638 3.1752 -0.2 0.4 0.2
H -6.7830 -15.8388 3.1124 -0.8 -0.1 0.4
H -4.8681 -17.1862 3.6692 -0.3 0.1 0.5
H -3.2997 -19.1869 0.1925 -1.0 0.3 0.8
H -7.0142 -19.6367 -1.6470 0.1 -0.7 0.2
H -7.6647 -21.0522 -0.6875 0.4 0.5 -0.1
H -6.7161 -21.3708 -2.1134 0.0 0.6 0.2
H -4.1507 -19.6691 -1.8602 0.1 0.3 -0.4
H -4.3946 -21.4416 -2.2584 0.1 1.1 0.9
H -3.3812 -20.9432 -0.8770 0.4 0.1 -0.3
H -6.2033 -22.1537 0.9986 -0.6 -0.5 -0.2
H -4.4839 -22.1581 0.8066 0.0 -0.4 -0.3
H -5.4745 -22.8154 -0.5714 -0.1 -0.6 0.5
H -2.0961 -16.9320 0.1830 -0.4 0.6 0.0
H -1.4713 -18.4633 0.6801 0.0 1.2 0.8
H -0.8173 -16.9230 1.3782 0.7 0.1 -0.1
H -3.6919 -15.5562 2.1989 0.1 0.2 -0.4
H -1.9140 -15.4091 2.5753 -1.1 -0.6 0.1
H -3.1171 -15.9247 3.7788 0.1 0.0 0.5
H -1.6900 -19.2830 3.1022 0.0 0.0 -0.4
H -2.6080 -18.3803 4.2073 0.0 0.2 0.8
H -0.9995 -17.8168 3.6862 0.7 0.7 0.4
H -8.7870 -14.8384 6.7760 -0.3 -0.8 -0.4
H -11.6154 -18.2937 6.2612 0.3 -0.2 -0.5
H -11.8745 -16.5916 6.5796 0.2 0.8 -0.4
H -12.0438 -17.7709 7.7978 0.2 0.0 0.4
H -9.2555 -19.3875 7.2267 0.1 -0.2 0.0
H -9.8031 -19.0037 8.8087 0.6 0.4 -0.2
H -8.1315 -18.3955 8.2029 -1.5 0.0 0.0
H -10.5094 -15.3746 8.3747 0.0 -0.6 -0.1
H -8.8896 -15.9638 8.7243 -0.9 -0.5 0.4
H -10.3640 -16.8186 9.4186 0.1 0.1 0.3
C -8.6226 -24.5078 6.3593 0.2 0.7 0.7
N -7.9049 -23.3185 5.9200 2.3 -0.1 0.5
C -6.4544 -23.2501 6.3115 -0.3 0.2 -0.9
C -8.4487 -22.4255 5.0991 -1.1 0.1 -0.4
N -7.8351 -21.5971 4.3031 0.9 -0.1 0.7
N -9.8289 -22.4532 5.1140 -0.5 -0.6 1.1
C -10.7601 -21.8141 4.3349 -0.4 -0.4 0.6
N -12.0468 -22.0074 4.7259 1.1 0.3 -1.0
N -10.4037 -21.1152 3.2977 -0.2 0.2 -0.3
H -7.8569 -25.2417 6.5677 -0.1 -0.3 0.4
H -9.2399 -24.8850 5.5774 -0.5 -0.3 -0.6
H -9.2336 -24.2414 7.2258 0.1 -0.5 0.1
H -6.2608 -23.3242 7.3830 -0.7 -0.2 0.0
H -6.0620 -22.2657 6.0370 0.0 -0.2 0.0
H -5.8473 -24.0384 5.8151 -0.5 0.5 0.1
H -6.8363 -21.6901 4.4133 0.1 0.0 -0.3
H -10.2050 -22.8447 5.9964 0.1 0.3 -0.7
H -12.1785 -22.4559 5.6334 -0.5 0.3 -0.1
H -12.7143 -21.3691 4.2910 0.1 -0.6 0.8
H -11.2294 -20.8270 2.8011 -0.1 0.3 -0.3
F -9.7839 -21.8499 7.8670 0.2 -0.1 -0.4
B -11.1855 -21.9622 8.0141 0.0 -0.2 0.5
F -11.6089 -23.1599 7.2990 0.3 -0.1 0.0
F -11.4600 -22.0485 9.3597 -0.4 0.1 -0.4
F -11.8281 -20.9280 7.3272 0.1 0.4 0.3
```
Positions in Å, forces in eV/Å.

Among the records above, which one has the lowest total energy? C32H51BCaN8O4S2Si

The lowest total energy belongs to which entry? C32H51BCaN8O4S2Si

Number 2 is which compound? C32H51BCoF4N6O2

total energy of number 1 (C32H51BCaN8O4S2Si)? -102797.2687 eV